1.
A cluster of 2 separate species, C4H15N2O in total in a non-equilibrium geometry, computed with ωB97M-V/def2-TZVPD.

Positions of all 22 atoms, in Å:
C 0.44 0.32 -0.01
N -0.60 0.13 1.03
C 0.05 -0.50 -1.22
N 0.11 -1.97 -0.87
C -0.40 -2.89 -1.96
C 0.85 -0.09 -2.46
H 0.42 1.36 -0.31
H 1.46 0.12 0.33
H -1.06 1.01 1.24
H -0.16 -0.12 1.92
H -1.03 -0.39 -1.32
H 1.10 -2.16 -0.67
H -0.46 -2.18 -0.04
H -1.40 -2.61 -2.26
H 0.27 -2.79 -2.81
H -0.21 -3.89 -1.57
H 0.76 0.99 -2.51
H 1.89 -0.38 -2.47
H 0.38 -0.44 -3.38
H -0.73 3.58 4.93
H 0.18 4.60 5.26
O -0.44 4.43 4.56

Values from the calculation:
HOMO-LUMO gap = 10.5 eV
DFT total energy = -345.89941 Ha
total charge = +1

=====

2.
A structure of composition C4H6OS in a non-equilibrium geometry, computed with ωB97M-V/def2-TZVPD.

Positions of all 12 atoms, in Å:
C -1.21 0.93 0.00
C 0.61 -0.82 0.39
C 2.01 -0.27 -0.07
C 0.87 0.49 -0.36
H -1.90 1.22 0.82
H -1.66 1.62 -0.86
H 0.54 -0.78 1.50
H 2.81 -0.32 -0.92
H 2.74 -0.15 0.83
H 0.84 0.26 -1.38
O 0.06 1.39 0.26
S -1.10 -0.93 -0.12

Values from the calculation:
HOMO-LUMO gap = 9.6 eV
DFT total energy = -629.24592 Ha

=====

3.
A cluster of 2 separate species, C18H28N3O2 in total in a non-equilibrium geometry, computed with ωB97M-V/def2-TZVPD.

Positions of all 51 atoms, in Å:
C 4.78 -1.94 0.24
C 5.19 -1.34 -1.21
C 5.49 0.26 -1.15
C 4.15 1.12 -0.91
C 4.07 1.75 0.57
C 2.68 2.60 0.68
C 1.78 1.90 1.80
C 0.21 2.22 1.71
C -0.38 2.10 0.20
N -0.55 3.29 -0.52
N -1.05 3.21 -1.74
C -1.47 2.11 -2.55
C -1.35 0.68 -1.89
C -0.79 0.75 -0.45
C -0.58 -0.60 0.39
C -1.39 -1.84 -0.29
O -0.78 -2.88 -0.66
O -2.80 -1.81 -0.53
H 3.65 -2.19 0.24
H 5.02 -1.21 1.08
H 5.38 -2.90 0.46
H 6.11 -1.91 -1.57
H 4.31 -1.54 -1.92
H 6.30 0.49 -0.37
H 5.95 0.53 -2.16
H 3.25 0.42 -1.10
H 4.16 2.00 -1.65
H 4.05 0.87 1.30
H 4.96 2.43 0.82
H 2.97 3.68 0.92
H 2.23 2.58 -0.37
H 1.90 0.74 1.83
H 2.14 2.29 2.83
H -0.35 1.43 2.34
H -0.10 3.24 2.10
H -1.18 4.13 -2.21
H -1.88 2.26 -3.62
H -1.67 -0.27 -2.42
H 0.52 -0.95 0.40
H -1.00 -0.50 1.44
H -3.26 -1.95 0.33
N -6.28 -2.83 1.53
C -6.98 -1.65 1.54
C -7.82 -1.65 0.45
C -7.63 -2.88 -0.23
C -6.68 -3.59 0.46
H -5.58 -3.10 2.21
H -6.81 -0.91 2.31
H -8.50 -0.86 0.18
H -8.14 -3.21 -1.12
H -6.25 -4.56 0.28

Values from the calculation:
HOMO-LUMO gap = 5.1 eV
DFT total energy = -1016.96928 Ha
total charge = +1

=====

For reference, energy relative to the best compared isomer or geometry (same formula, charge and spin) by record: 1.260, 5.476, 5.662 eV.
For reference, E_HOMO by record: -13.585, -8.636, -10.215 eV.
For reference, E_LUMO by record: -3.1, 0.9, -5.1 eV.